Computed, not measured: C29H31BeN3O2 as an isolated structure, with the ωB97M-V functional and the def2-TZVPD basis.

```
! wB97M-V def2-TZVPD RIJCOSX def2/J DEFGRID3
* xyz 0 1
C 3.03883 0.63178 0.83306
H 0.98865 -5.91220 -0.83932
H -0.76176 -5.05053 0.66079
C -0.28736 -4.38812 -0.04876
H -2.82025 -3.94638 1.27746
C -1.51893 3.95873 -4.25326
C -0.37946 3.87897 -5.01079
H 1.32191 1.90121 0.81005
H 0.98387 1.07676 -3.65899
H -3.13979 0.57438 2.19408
C -2.46843 0.70477 3.04510
C 0.27943 1.87864 -3.83062
H 4.55328 -0.88786 0.88755
C -0.01789 -2.21752 -1.06513
N -0.52116 -0.90953 -1.00273
C 3.96163 1.70579 0.31882
C -1.16724 0.97519 -2.01101
C -2.20021 -3.14721 1.68483
C -0.88677 1.94225 -3.04499
H -2.81478 -2.43285 2.22435
H -4.15706 2.18525 -0.92044
H -2.37710 -0.24560 3.57594
O -2.62914 0.27946 -0.24263
H 2.59484 -3.77381 1.21122
H -0.28460 2.96007 1.61487
H 2.09386 -4.43211 -2.47139
C -2.33057 1.09223 -1.20837
C 0.95841 -2.70145 -1.91141
C -1.08625 1.16939 2.57164
H 1.42622 -2.02958 -2.61754
H 0.65133 -2.08523 2.17343
C -0.18038 1.28363 3.79791
H 0.81151 1.66004 3.54302
H 4.02972 2.53411 1.02646
C 3.15946 -3.04701 1.79959
N -0.58504 0.14399 1.64245
C -1.79302 2.99548 -3.26405
H -2.92109 1.43593 3.71870
H 3.59883 2.11440 -0.62627
C -1.24670 2.55752 1.93053
C 2.65966 -1.64968 1.54259
H -1.90221 2.50645 1.06020
C 1.32703 -1.33232 1.77843
H 1.42324 2.76137 -5.39156
H -0.17279 4.62234 -5.76912
C 1.32288 -4.03995 -1.82247
H -0.05903 0.30688 4.27123
H -3.68984 3.85449 -2.67202
H -0.62557 1.96812 4.52357
H 4.96725 1.31901 0.15605
H -2.22661 4.76515 -4.40579
C 0.70295 -4.87068 -0.90362
C -2.98791 3.05101 -2.47961
C 0.52213 2.82498 -4.79497
H 4.21305 -3.14467 1.53886
C 0.80858 -0.06244 1.51740
H -1.68277 3.26446 2.64113
C 1.69665 0.91378 1.04940
C -3.25557 2.14057 -1.51706
C 3.50919 -0.65727 1.07201
N -0.41394 -0.16709 -2.01522
O -1.58190 -2.41795 0.63123
H 3.04639 -3.31676 2.85164
Be -1.39415 -0.45677 0.40393
C -0.63679 -3.05668 -0.13827
H -1.44670 -3.55930 2.35786
*
```

Its frontier orbital gap is 6.56 eV. The molecular weight is 462.6 g/mol.

These are the Mulliken partial charges, in e, on atoms 1 to 5: C 0.508; H 0.406; H 0.421; C -0.625; H 0.362

***

Computed, not measured: a 2-piece molecular cluster, C3H6S2 overall in a non-equilibrium geometry, with the ωB97M-V functional and the def2-TZVPD basis.

```
! wB97M-V def2-TZVPD RIJCOSX def2/J DEFGRID3
* xyz 0 1
H -1.07292 -2.70685 0.01985
S -0.43342 2.50113 1.74149
H -1.81172 -1.25282 0.13144
C -1.04799 -1.75131 -0.45925
C 0.20165 1.40305 0.69493
H 0.47707 3.10232 2.46653
H -0.34594 -0.13460 -1.53853
H 0.53142 -1.78908 -1.69488
H 1.85538 0.63157 -0.66288
C -0.21863 -1.20757 -1.32887
S 1.86510 1.20416 0.63016
*
```

Its frontier orbital gap is 8.88 eV. The calculation puts the energy above the lowest of the compared OMol25 structures with the same formula, charge and spin at 362.05 kJ/mol. The molecular weight is 106.2 g/mol.

These are the Mulliken partial charges, in e, on atoms 1 to 5: H 0.257; S -0.150; H 0.205; C -0.590; C 0.025

***

Computed, not measured: a 24-piece molecular cluster, C11H70NO23 overall in a non-equilibrium geometry, with the ωB97M-V functional and the def2-TZVPD basis.

```
! wB97M-V def2-TZVPD RIJCOSX def2/J DEFGRID3
* xyz 1 1
H -1.35167 -36.40295 5.28024
O 0.28577 -35.76124 4.96305
H -3.31796 -38.11295 0.83087
H -1.44153 -35.56335 -2.54984
H -0.28183 -37.63596 0.54476
H 0.20790 -35.39334 4.11060
H -0.72134 -37.35277 -3.44516
O -6.12184 -38.94929 1.30213
H -2.78646 -36.79049 3.13151
H -5.72347 -44.29502 3.74572
H -4.64706 -39.15550 -1.67050
C -0.65636 -41.23850 1.23898
O -3.08774 -41.49707 6.16267
H 6.41445 -42.05549 1.42586
H 3.46309 -40.57526 -3.76289
H -2.20034 -36.41056 6.61876
H 5.31582 -39.57006 -1.79763
C 2.31274 -40.82006 -0.29336
H 5.12269 -42.61847 1.14810
O -1.48395 -34.61290 -2.18436
O -2.09383 -36.75597 5.72241
H -0.21453 -42.12093 1.24069
H -4.06902 -41.32791 6.21194
O -5.66147 -36.74292 5.00660
C 1.43694 -41.92083 -0.96381
H 1.33418 -38.88051 -0.21177
H 2.84496 -40.33693 -0.99655
H 2.74284 -41.20211 0.56365
H 1.73947 -39.84251 4.04277
C -1.27938 -39.33418 -0.28055
H -3.15775 -45.48698 0.76384
H -4.06517 -39.06730 3.86397
H -5.20605 -36.00817 4.66292
H -1.77644 -42.76882 -4.42862
O -2.28826 -39.53585 4.66360
H -2.41309 -40.33793 5.16027
C 1.14226 -39.84389 0.21204
O -3.21029 -44.78942 0.02980
O 4.29536 -38.02844 -1.83644
H -5.35239 -37.57136 4.36446
H -2.64429 -36.93093 -0.11645
H -2.45781 -42.11177 0.52876
O -6.25564 -43.54941 4.13803
H -0.83218 -42.22645 -1.28204
H 2.92193 -40.04379 3.11805
C -2.13121 -41.66723 1.36410
H -2.83689 -42.43186 6.03666
H -1.87845 -36.87996 -4.41675
H -0.03056 -45.06048 3.95622
H -2.35020 -42.17417 3.59110
C 0.03225 -41.34033 -1.12780
O 3.09063 -44.81582 -0.63625
H -3.55530 -35.97382 2.12405
H -2.22541 -34.48124 -1.68187
H -0.32510 -45.50118 2.47347
O 0.41290 -38.43061 4.86138
H -0.29043 -40.68045 2.12182
H -3.02609 -45.19299 -0.85936
O 5.68219 -41.69358 1.12433
O -1.71872 -37.08519 -3.41028
H -0.98884 -38.72908 1.71465
H 4.81609 -40.21287 -4.58588
C -1.24386 -38.16384 0.78724
H -5.73084 -39.06317 0.36234
H -1.96076 -38.81653 5.14946
H 4.71171 -37.46294 -2.45957
H -1.08786 -44.60459 -2.63074
O -0.96775 -44.90695 -1.71183
N -0.24809 -40.41634 0.02926
H -0.05341 -40.62216 -2.04362
C -2.63823 -36.36591 1.99484
H -1.71024 -43.53175 2.65624
O -1.50584 -43.24185 -3.67897
O 2.21343 -40.60362 3.45262
C -2.55221 -37.36906 0.81873
H -4.38281 -42.37138 -2.68664
H 5.34008 -40.74406 -2.37615
H -1.55809 -44.78100 -0.94108
C -2.44930 -42.64822 2.54712
O -3.66040 -41.83063 -2.40198
O -4.83299 -39.91323 -1.06683
H -6.08340 -43.64325 5.15026
H -3.46581 -43.02155 2.51046
O 4.34645 -40.86733 -4.11288
H 1.87397 -42.43809 -1.67375
H 3.76691 -44.60937 -1.39633
O 5.95263 -40.36494 -1.77513
H -7.17382 -38.75159 1.15148
H -0.94044 -38.70575 -1.34846
H -0.40290 -38.55775 4.53083
H 0.86679 -35.47413 5.54327
O 0.09709 -44.92552 3.06279
H -2.21583 -39.60288 -0.59734
H 3.48806 -38.16656 -2.29711
H -0.97779 -44.00924 -4.15113
H 1.46936 -39.37822 1.25872
H 1.42526 -42.80103 -0.24472
H -2.79083 -41.90119 -2.89641
H -5.23841 -39.02658 2.78400
H -1.93937 -35.77452 2.11472
H 0.56756 -37.50485 4.89754
H 2.52684 -45.75891 -0.90179
H -4.97140 -40.65696 -1.57325
H -2.76783 -40.77748 1.61461
O -4.94257 -39.28460 3.71841
*
```

Its frontier orbital gap is 8.49 eV. The calculation puts the energy above the lowest of the compared OMol25 structures with the same formula, charge and spin at 284.72 kJ/mol. The molecular weight is 584.7 g/mol.

These are the Mulliken partial charges, in e, on atoms 1 to 5: H 0.363; O -0.605; H -0.090; H 0.402; H 0.426

***

Computed, not measured: a 2-piece molecular cluster, CH8N3O2P overall in a non-equilibrium geometry, with the ωB97M-V functional and the def2-TZVPD basis.

```
! wB97M-V def2-TZVPD RIJCOSX def2/J DEFGRID3
* xyz 0 1
H 1.35093 1.73752 -0.20030
H -1.04352 1.99635 0.36644
N -1.11846 1.09991 0.96199
O 2.31587 -1.57065 0.55872
N 1.46845 -0.28743 -1.63816
N 1.77405 1.09118 0.50606
H 1.32002 0.65851 -1.92624
O -2.04197 0.39878 0.30344
H 1.12671 -1.00285 -2.29036
H -1.00124 -1.34689 0.46847
C -2.04493 -1.04136 0.45634
H -2.71650 -1.27231 1.38688
H 1.64719 1.49944 1.38758
H -2.50398 -1.51185 -0.39882
P 1.46738 -0.44836 0.05796
*
```

Its frontier orbital gap (alpha / beta) is 7.72 / 8.68 eV. The calculation puts the energy above the lowest of the compared OMol25 structures with the same formula, charge and spin at 559.87 kJ/mol. The molecular weight is 125.1 g/mol.

These are the Mulliken partial charges, in e, on atoms 1 to 5: H 0.227; H 0.234; N -0.372; O -0.547; N -0.470

***

Computed, not measured: C3H3MgO2 as an isolated structure in a non-equilibrium geometry, with the ωB97M-V functional and the def2-TZVPD basis.

```
! wB97M-V def2-TZVPD RIJCOSX def2/J DEFGRID3
* xyz 0 2
H -1.10565 -2.77438 0.70574
C -0.46351 0.74987 -0.87221
O 0.76650 0.57657 0.94236
H -0.00243 2.48237 0.44145
O 0.36933 -0.33776 -1.02595
C 0.88293 -0.62974 0.24254
C -0.02288 1.42343 0.20631
Mg 0.57810 -2.58562 1.10945
H -1.00240 1.09525 -1.74971
*
```

Its expectation value of S² is 0.755. Its frontier orbital gap (alpha / beta) is 4.59 / 9.12 eV. The calculation puts the energy above the lowest of the compared OMol25 structures with the same formula, charge and spin at 76.70 kJ/mol. The molecular weight is 95.4 g/mol.

These are the Mulliken partial charges, in e, on atoms 1 to 5: H -0.219; C -0.244; O -0.290; H 0.351; O -0.251